The following is a DFT calculation (ωB97M-V/def2-TZVPD) of C6H10OS in the gas phase at a distorted geometry.

Each line ends with the Löwdin charge.
Geometry (Å):
1 C -2.760774 0.751546 -0.917398  0.0132
2 C -1.420179 0.492031 -1.007356  -0.1974
3 C -0.576949 0.298757 0.228980  -0.3841
4 C -0.761057 -1.172706 0.799745  -0.2309
5 O -0.057108 -1.664605 1.965156  -0.1082
6 C 0.933629 0.671993 -0.108311  -0.7284
7 C 1.574129 1.274887 1.124817  -0.1124
8 S 1.544265 -0.199816 -1.336909  0.7549
9 H -3.118350 1.436379 -0.085994  0.0791
10 H -3.396086 0.497099 -1.789004  0.0587
11 H -1.045490 0.076285 -1.904294  0.0498
12 H -0.989643 1.008705 0.994155  0.1327
13 H -1.906141 -1.261484 0.854272  0.1317
14 H -0.505245 -1.795727 -0.095185  0.1110
15 H -0.655186 -1.537461 2.827136  0.1572
16 H 2.547920 1.801384 0.761312  0.1023
17 H 0.956256 1.992626 1.533761  0.0301
18 H 1.927790 0.397041 1.850280  0.1407

Cartesian forces, eV/Å:
1.603 1.125 -0.223
-2.853 -1.067 1.610
0.766 2.127 0.507
-1.537 -0.364 -1.426
-2.370 1.336 1.537
-1.899 -2.888 1.982
4.564 -1.676 -2.017
0.755 1.097 0.190
-0.001 -1.548 -0.827
0.272 0.728 0.691
0.395 -0.524 -0.790
0.504 -0.446 -0.373
1.579 -0.005 0.452
0.195 0.049 1.020
1.911 -0.237 -3.081
-1.439 -0.854 0.903
-1.302 1.225 1.304
-1.144 1.919 -1.459

Its LUMO energy is -0.2424 eV. As for the HOMO energy: -8.492 eV. As for the SMILES: C=C[C@@H](CO)C(C)=S. The HOMO-LUMO gap comes out at 8.25 eV. The calculation puts the total energy at -19263.7653 eV. As for the energy above the lowest of the compared OMol25 structures with the same formula, charge and spin: 75.28 kcal/mol.